# 1
ORCA calculation (wB97M-V/def2-TZVPD) on a single ClHNO3P molecule at a distorted geometry.

The geometry in XYZ format:
```
7
Properties=species:S:1:pos:R:3:forces:R:3
N -1.403 0.122 0.602 1.9 1.8 0.1
O 2.180 0.742 0.300 -2.0 -1.3 -0.6
O -0.564 0.806 -0.039 -0.9 0.7 3.0
O 0.557 -1.334 0.850 0.7 1.2 -1.0
P 1.042 -0.182 0.039 1.6 -0.4 0.9
Cl 0.444 -0.273 -1.887 1.3 -1.0 -1.5
H -2.256 0.119 0.135 -2.7 -0.9 -0.9
```
Positions in Å, forces in eV/Å.

Calculated values
Net charge: 0
Frontier orbital gap (alpha / beta) in eV: 11.36 / 7.04
Spin multiplicity: 3
LUMO energy (alpha / beta) in eV: 0.190 / -4.174

=====

# 2
ORCA calculation (wB97M-V/def2-TZVPD) on a molecular structure, C5H6HoO4 at a distorted geometry.

The geometry in XYZ format:
```
16
Properties=species:S:1:pos:R:3:forces:R:3
O 2.141 0.521 0.206 -1.1 1.8 1.0
C 2.646 1.401 -0.576 0.7 -0.1 0.3
C 2.188 2.746 -0.550 1.9 -0.1 -1.1
O 1.255 3.096 0.246 -1.7 -1.2 1.9
Ho 0.493 1.619 1.635 1.7 -0.7 -2.8
H 3.550 1.147 -1.143 -0.4 0.0 -0.2
H 2.761 3.510 -1.091 -0.5 -0.1 0.0
C -3.032 -1.702 -1.038 0.0 0.6 0.5
C -2.163 -1.674 -0.038 -1.6 -1.0 -0.5
O -1.057 -0.829 -0.157 1.9 1.4 1.0
C -0.120 -0.757 0.760 -1.9 -0.1 0.5
O 0.064 -1.890 1.387 -0.4 0.6 -0.2
H -2.914 -1.067 -1.917 0.1 -0.5 0.1
H -2.328 -2.131 0.936 0.4 -0.1 -0.3
H -3.976 -2.228 -0.900 0.4 0.0 -0.1
H 0.493 -1.761 2.243 0.5 -0.4 -0.1
```
Positions in Å, forces in eV/Å.

Calculated values
Net charge: +2
Frontier orbital gap (alpha / beta) in eV: 6.19 / 6.01
Spin multiplicity: 6
LUMO energy (alpha / beta) in eV: -10.224 / -10.491

=====

# 3
ORCA calculation (wB97M-V/def2-TZVPD) on 2 unconnected molecules or ions with the total composition C6H6N2O2S at a distorted geometry.

The geometry in XYZ format:
```
17
Properties=species:S:1:pos:R:3:forces:R:3
C -2.006 0.235 -1.569 -1.8 -0.6 -1.8
C -1.316 1.375 -1.243 -1.2 0.3 -1.8
C -1.745 -1.029 -0.996 -0.3 1.0 -2.1
C -0.291 1.353 -0.350 0.6 1.6 2.1
C -0.590 -1.094 -0.251 0.4 0.1 1.3
C -0.073 0.115 0.133 3.0 -1.7 1.5
N 1.520 -0.358 1.453 -5.2 -2.4 -3.0
N 2.370 0.573 1.612 2.8 3.4 0.2
O 2.068 1.662 1.180 -0.8 1.6 -0.5
O 3.416 0.409 2.200 0.8 -1.2 0.6
S 2.052 -1.927 1.196 -0.8 -0.5 1.7
H -2.743 0.342 -2.455 1.0 -0.4 1.9
H -1.594 2.256 -1.823 0.3 0.1 0.5
H -2.333 -1.855 -1.420 0.6 0.0 0.7
H 0.116 2.285 0.072 0.2 -0.9 -0.5
H -0.038 -1.975 0.063 -0.5 -0.2 0.0
H 1.186 -2.368 2.197 1.0 -0.2 -0.9
```
Positions in Å, forces in eV/Å.

Calculated values
Net charge: 0
Frontier orbital gap (alpha / beta) in eV: 9.08 / 9.08
LUMO energy (alpha / beta) in eV: -0.484 / -0.483